The following is a quantum chemistry calculation of 9 unconnected molecules or ions with the total composition C20H58N4O9 at a distorted geometry, from the Open Molecules 2025 dataset.

For the largest force on an atom, the calculation gives 0.03482 hartree/bohr. The calculation puts the relative energy (zero: lowest compared OMol25 entry of this formula, charge and spin) at 44.1 kJ/mol. The orbital gap is 9.6 eV. The value obtained for the electronic energy is -46069.26444 eV.

Each line ends with the Löwdin charge.
CARTESIAN COORDINATES (ANGSTROEM)
O  3.108  -3.121  4.093  -0.098
O  6.548  1.332  0.143  -0.035
O  -3.639  3.396  0.023  -0.090
O  -4.724  -2.685  -0.828  -0.079
O  -2.227  -0.342  -3.066  -0.013
O  -3.746  -5.891  0.546  -0.084
O  1.626  0.138  0.956  -0.091
O  -0.705  4.161  -2.030  0.006
O  4.576  3.438  0.426  -0.090
N  -0.275  2.431  -3.435  0.147
N  -2.766  -2.537  -3.105  0.178
N  -2.326  -1.397  -5.091  0.161
N  -1.533  2.087  -1.519  0.176
C  -2.146  4.171  1.660  -0.041
C  2.012  -2.730  3.237  -0.297
C  -0.851  2.979  -2.304  -0.661
C  -2.498  -5.406  1.068  -0.288
C  4.993  -0.503  -0.128  -0.064
C  -3.524  2.104  2.049  -0.078
C  -1.685  -4.708  -0.026  -0.082
C  6.199  0.259  -0.682  -0.518
C  7.384  -0.666  -0.852  -0.066
C  -4.346  -0.341  -0.885  -0.045
C  -4.571  -1.527  0.021  -0.445
C  1.999  -3.565  1.972  -0.076
C  2.167  3.622  0.713  -0.045
C  3.412  4.284  0.161  -0.446
C  0.556  0.309  0.024  -0.321
C  -3.437  -1.735  0.997  -0.041
C  -3.504  3.502  1.476  -0.439
C  3.714  5.629  0.801  -0.056
C  -0.159  -0.991  -0.294  -0.079
C  -2.409  -1.362  -3.726  -0.627
H  -2.248  -4.169  -0.782  0.052
H  -3.368  -2.519  -2.291  0.059
H  -2.816  1.425  1.558  0.063
H  -3.287  -0.831  1.595  0.074
H  -1.850  4.784  0.817  0.081
H  7.157  -1.593  -1.375  0.078
H  -2.127  2.440  -0.783  0.065
H  2.279  3.399  1.776  0.088
H  0.949  -3.728  1.711  0.049
H  1.990  2.691  0.183  0.058
H  2.296  -0.346  0.464  0.043
H  -4.841  -3.479  -0.294  0.085
H  1.333  4.315  0.578  0.083
H  0.972  0.784  -0.873  0.105
H  5.261  -1.155  0.713  0.087
H  -1.888  -6.182  1.523  0.114
H  -3.304  2.014  3.117  0.087
H  -2.472  -1.954  0.535  0.046
H  -3.627  -2.556  1.694  0.076
H  2.216  -1.688  2.975  0.097
H  -0.426  -1.441  0.669  0.063
H  3.638  5.511  1.885  0.083
H  0.499  -1.732  -0.761  0.081
H  -2.803  -3.357  -3.687  0.096
H  -1.039  -0.869  -0.925  0.044
H  -5.520  -1.415  0.556  0.137
H  -1.069  -3.985  0.523  0.047
H  5.744  1.814  0.391  0.049
H  -1.399  3.390  1.820  0.072
H  -4.862  0.555  -0.529  0.074
H  -0.140  1.032  0.444  0.092
H  -2.761  -4.615  1.770  0.086
H  -3.304  -0.050  -0.971  0.048
H  4.721  5.954  0.549  0.080
H  2.350  -4.569  2.220  0.079
H  -1.670  1.200  -1.979  0.037
H  4.860  3.601  1.332  0.087
H  -4.377  4.043  1.845  0.135
H  3.385  4.287  -0.927  0.141
H  -2.886  -2.065  -5.583  0.096
H  7.899  -0.866  0.088  0.083
H  -3.765  -6.845  0.652  0.077
H  -4.486  1.596  1.897  0.075
H  -4.784  -0.570  -1.856  0.089
H  2.910  -2.964  5.018  0.071
H  -0.356  1.448  -3.623  0.068
H  -4.573  3.301  -0.188  0.090
H  8.124  -0.150  -1.477  0.077
H  -0.964  -5.381  -0.496  0.074
H  4.253  0.195  0.285  0.059
H  0.040  3.061  -4.145  0.092
H  5.879  0.553  -1.696  0.135
H  -2.191  4.702  2.616  0.083
H  1.087  -2.831  3.808  0.109
H  4.434  -1.142  -0.819  0.080
H  2.541  -3.115  1.147  0.064
H  -1.841  -0.642  -5.535  0.102
H  3.002  6.374  0.444  0.084

The following is a quantum chemistry calculation of C3H6N2S3 in the gas phase at a distorted geometry, from the Open Molecules 2025 dataset.

The spin multiplicity is 3. For the largest force on an atom, the calculation gives 0.09502 hartree/bohr. The expectation value of S² is 2.028. The calculation puts the relative energy (zero: lowest compared OMol25 entry of this formula, charge and spin) at 257.1 kJ/mol. The orbital gap (alpha / beta) is 5.6 / 4.4 eV. The value obtained for the electronic energy is -38686.83714 eV.

Each line ends with the Löwdin charge.
CARTESIAN COORDINATES (ANGSTROEM)
S  -1.803  -0.243  -1.967  0.710
S  -2.924  -1.579  0.998  0.587
S  2.096  -0.696  -1.123  0.800
N  0.712  0.012  -0.388  -0.424
N  -1.428  -1.024  0.636  -0.712
C  -0.535  -0.542  1.512  -0.140
C  0.761  -0.040  1.089  -0.277
C  -0.905  -1.107  -0.732  -0.636
H  1.319  -0.882  1.326  0.076
H  -2.006  0.977  -1.341  -0.091
H  -0.791  -0.496  2.499  0.082
H  1.873  -0.071  -2.268  -0.135
H  -0.542  -2.034  -1.166  0.064
H  1.140  0.773  1.566  0.097

The following is a quantum chemistry calculation of 11 unconnected molecules or ions with the total composition C33H66Br8O11 at a distorted geometry, from the Open Molecules 2025 dataset.

For the largest force on an atom, the calculation gives 0.02439 hartree/bohr. The calculation puts the relative energy (zero: lowest compared OMol25 entry of this formula, charge and spin) at 0.0 kJ/mol. The orbital gap is 9.9 eV. The value obtained for the electronic energy is -618156.56611 eV.

Each line ends with the Löwdin charge.
CARTESIAN COORDINATES (ANGSTROEM)
Br  -3.173  -1.488  2.422  0.665
Br  -0.489  -1.864  -0.315  0.709
Br  -4.076  6.393  1.453  0.678
Br  -2.666  2.392  3.170  0.704
Br  -6.224  2.748  -0.782  0.645
Br  -6.414  -0.073  -3.282  0.621
Br  -0.226  2.628  0.522  0.723
Br  -3.762  -1.425  6.976  0.640
O  1.733  0.693  4.483  0.004
O  -2.335  0.097  -3.492  0.049
O  4.540  -3.614  -3.242  -0.016
O  2.434  -2.468  1.422  0.042
O  2.522  1.196  2.448  0.083
O  1.919  -6.963  -0.731  -0.013
O  2.209  6.663  -1.043  0.069
O  2.916  -2.229  -3.919  0.099
O  -3.039  6.569  -2.157  -0.016
O  -2.979  4.359  -1.820  0.045
O  0.422  -6.553  0.894  0.093
C  -3.578  -0.911  4.222  -0.745
C  4.979  -3.797  -4.598  -0.223
C  -1.417  2.254  -3.805  -0.016
C  -0.694  0.195  -5.210  -0.015
C  -1.575  0.778  -4.142  -0.490
C  4.004  6.426  0.490  -0.022
C  2.594  1.281  3.644  -0.543
C  2.906  5.906  -0.416  -0.498
C  2.274  -3.525  1.987  -0.486
C  3.360  -4.579  1.985  -0.005
C  2.690  4.416  -0.442  -0.045
C  1.043  -3.820  2.798  -0.013
C  -3.812  4.467  1.644  -0.691
C  -0.986  5.633  -1.445  0.013
C  -4.439  6.500  -2.504  -0.220
C  0.631  -0.011  3.871  -0.202
C  0.074  -1.018  4.840  -0.060
C  -5.397  0.131  -1.649  -0.702
C  -5.048  7.841  -2.205  -0.070
C  -2.427  5.434  -1.829  -0.557
C  5.685  -5.131  -4.675  -0.072
C  -3.434  -2.073  5.178  -0.716
C  -3.075  4.276  2.951  -0.685
C  0.806  -6.395  -0.235  -0.535
C  -0.884  0.810  0.334  -0.695
C  3.657  2.051  4.378  0.024
C  3.403  -2.919  -3.063  -0.535
C  1.971  -9.251  0.051  -0.061
C  0.107  -5.581  -1.279  0.031
C  -4.870  1.542  -1.483  -0.698
C  2.876  -3.089  -1.669  0.012
C  2.602  -7.878  0.110  -0.238
C  0.275  -0.121  0.056  -0.645
H  1.911  -2.604  -1.565  0.030
H  -0.580  -1.647  4.231  0.039
H  5.571  -2.948  -4.934  0.125
H  -0.482  0.910  -6.005  0.080
H  0.313  -3.021  2.662  0.051
H  -0.422  -4.747  -0.821  0.044
H  2.573  -7.515  1.142  0.102
H  -2.887  -0.116  4.492  -0.014
H  2.562  4.008  0.561  0.061
H  0.832  -1.653  5.292  0.085
H  -4.889  8.116  -1.167  0.054
H  6.523  -5.202  -3.977  0.076
H  -4.516  1.943  -2.426  0.038
H  -0.405  2.585  -3.576  0.084
H  3.797  1.673  5.388  0.083
H  2.496  -9.995  0.649  0.080
H  -2.134  4.811  2.924  0.050
H  -6.022  -0.157  -0.812  0.046
H  -4.581  -0.498  4.266  0.058
H  -4.803  4.029  1.659  0.023
H  -1.083  -0.745  -5.592  0.084
H  -4.890  5.683  -1.937  0.096
H  -3.238  4.136  0.785  0.023
H  1.335  -3.789  3.855  0.094
H  3.359  3.101  4.426  0.091
H  -2.438  -2.505  5.173  0.033
H  2.970  -5.561  2.253  0.065
H  3.547  3.914  -0.901  0.094
H  0.831  -5.180  -1.985  0.074
H  4.997  -5.945  -4.451  0.077
H  -0.329  4.995  -2.024  0.075
H  4.996  6.170  0.116  0.085
H  1.810  4.172  -1.031  0.034
H  3.921  7.511  0.507  0.081
H  -0.117  0.746  3.618  0.094
H  4.088  -3.824  -5.232  0.119
H  -4.604  8.613  -2.838  0.080
H  -0.719  6.681  -1.509  0.087
H  -1.533  0.831  -0.540  0.035
H  6.104  -5.312  -5.667  0.077
H  4.130  -4.279  2.696  0.092
H  0.280  -0.017  -4.751  0.092
H  -4.498  6.224  -3.559  0.129
H  0.613  -4.787  2.549  0.070
H  2.792  -4.160  -1.469  0.075
H  -0.618  -6.201  -1.803  0.100
H  3.561  -2.669  -0.935  0.090
H  0.986  -0.493  2.960  0.094
H  3.885  6.008  1.489  0.079
H  -3.703  4.557  3.786  0.054
H  3.803  -4.654  0.992  0.080
H  0.935  -0.195  0.916  0.023
H  -0.524  -0.532  5.612  0.081
H  -1.857  2.842  -4.614  0.093
H  -1.434  0.572  1.235  -0.038
H  -4.125  -2.885  4.969  0.057
H  -4.529  -0.521  -1.732  0.051
H  4.600  2.026  3.838  0.086
H  0.945  -9.195  0.417  0.078
H  -4.044  1.558  -0.775  0.049
H  1.932  -9.636  -0.971  0.081
H  0.816  0.199  -0.827  0.063
H  -0.952  5.299  -0.406  0.048
H  3.655  -7.880  -0.164  0.125
H  -6.110  7.842  -2.453  0.082
H  -2.013  2.406  -2.905  0.049

The following is a quantum chemistry calculation of a molecular structure, C39H36ClCrN3Si2 at a distorted geometry, from the Open Molecules 2025 dataset.

The spin multiplicity is 4. For the largest force on an atom, the calculation gives 0.05540 hartree/bohr. Its charge is +1. The expectation value of S² is 3.834. The calculation puts the relative energy (zero: lowest compared OMol25 entry of this formula, charge and spin) at 0.0 kJ/mol. The orbital gap (alpha / beta) is 4.3 / 4.4 eV. The value obtained for the electronic energy is -102191.16291 eV.

Each line ends with the Löwdin charge.
CARTESIAN COORDINATES (ANGSTROEM)
Cr  1.029  -2.021  1.802  0.623
Cl  -1.056  -0.952  1.039  0.423
Si  -0.696  2.504  -1.819  0.621
Si  -0.392  0.592  -0.418  0.162
N  -0.119  -4.623  3.328  0.138
N  0.215  -3.805  1.123  0.003
N  -0.117  -2.265  3.494  -0.033
C  -1.198  6.531  -1.735  -0.080
C  0.162  -0.588  -1.754  -0.354
C  2.789  -0.876  2.590  -0.104
C  -1.213  -2.403  6.061  -0.010
C  -0.471  -6.081  1.445  0.018
C  0.860  -1.630  -4.258  -0.091
C  -0.132  -4.816  1.936  -0.265
C  -1.804  5.797  0.495  -0.093
C  -0.359  -1.128  4.215  -0.108
C  1.499  -0.889  -2.038  -0.127
C  2.887  2.817  0.609  -0.064
C  -1.490  4.478  0.157  -0.102
C  2.784  -3.188  2.385  -0.137
C  -1.751  2.242  -3.326  -0.327
C  -3.144  2.172  -5.760  -0.090
C  1.856  -1.359  -3.311  -0.078
C  -0.834  -1.087  -2.614  -0.114
C  3.048  -2.625  1.083  -0.114
C  -1.093  1.856  -4.504  -0.125
C  2.656  -2.105  3.317  -0.115
C  -0.395  -3.453  4.055  -0.258
C  0.599  1.929  1.937  -0.147
C  -1.050  4.177  -1.137  -0.319
C  2.135  1.765  0.086  -0.145
C  -3.133  2.500  -3.347  -0.091
C  -1.674  6.824  -0.451  -0.089
C  0.904  1.416  0.666  -0.350
C  -0.929  -1.159  5.469  -0.025
C  -0.867  5.214  -2.064  -0.107
C  -0.106  -5.243  -0.781  -0.025
C  -0.465  -6.302  0.068  -0.010
C  2.465  3.465  1.767  -0.078
C  3.060  -1.202  1.219  -0.109
C  1.357  2.981  2.463  -0.085
C  -1.776  1.869  -5.723  -0.088
C  -0.935  -3.567  5.344  0.021
C  -3.821  2.463  -4.568  -0.091
C  0.242  -4.027  -0.231  -0.072
C  -0.487  -1.541  -3.891  -0.083
H  2.262  -0.719  -1.273  0.064
H  -1.106  -4.574  5.738  0.128
H  -3.662  2.733  -2.413  0.108
H  -0.318  -5.475  3.838  0.144
H  3.297  -3.187  0.179  0.138
H  0.683  2.665  -2.338  -0.007
H  -4.896  2.665  -4.581  0.101
H  -1.101  7.314  -2.493  0.105
H  -0.279  1.574  2.476  0.082
H  -0.044  1.548  -4.458  0.095
H  -1.259  -1.825  -4.614  0.114
H  0.551  -3.189  -0.869  0.110
H  2.819  -4.248  2.646  0.133
H  2.917  -1.500  -3.548  0.107
H  -0.702  -6.854  2.170  0.123
H  -1.961  7.848  -0.197  0.102
H  -1.768  1.057  -0.401  -0.048
H  -1.630  -2.446  7.065  0.125
H  -1.238  1.629  -6.638  0.100
H  2.775  0.128  3.019  0.133
H  -3.682  2.155  -6.711  0.102
H  3.043  4.295  2.164  0.107
H  3.344  -0.485  0.452  0.107
H  -0.088  -0.185  3.739  0.095
H  -0.707  -7.276  -0.337  0.123
H  -1.605  3.679  0.886  0.089
H  2.564  -2.206  4.398  0.138
H  1.072  3.431  3.411  0.105
H  -2.172  6.025  1.497  0.099
H  -0.073  -5.375  -1.870  0.129
H  -0.478  4.980  -3.055  0.102
H  3.787  3.138  0.085  0.112
H  -1.125  -0.213  5.987  0.127
H  1.147  -1.975  -5.258  0.108
H  -1.877  -1.060  -2.289  0.112
H  2.470  1.274  -0.828  0.089